Record 1
103
Properties=species:S:1:pos:R:3:forces:R:3 method="wB97M-V/def2-TZVPD" total_charge=-2 orbital_gap_ev="5.23 / 5.98" multiplicity=3
Ti 3.14506 2.73464 0.69113 -0.534 -0.685 -0.920
O 5.58353 -0.99909 3.36804 0.959 2.672 0.851
C 5.86090 0.19172 3.41631 -1.370 -2.079 0.035
S 6.89869 1.03549 2.26220 1.023 -0.345 -1.136
C 5.68006 2.24602 1.88804 -1.476 0.038 2.575
C 4.79264 2.45274 2.93317 1.148 -0.876 0.252
S 3.24819 3.17347 3.00341 -0.491 0.980 0.230
S 5.13307 1.52356 4.45162 0.045 -1.007 -0.557
S 5.40897 2.83008 0.32121 0.744 0.630 -1.462
N 1.03768 4.45181 -1.71336 -0.136 0.116 0.711
C 1.21019 3.05812 -1.75067 -1.067 0.493 -0.761
N 0.48451 2.31581 -2.58448 0.565 0.293 -0.416
N 1.00244 1.07733 -2.48977 0.577 -0.026 1.930
N 1.90834 1.02729 -1.53685 -0.881 1.104 -1.618
N 2.08535 2.32569 -1.06927 -0.319 -0.913 -0.091
C 1.62835 5.21621 -0.69189 0.320 -0.052 -0.215
N 1.41592 6.51552 -0.50783 0.987 -0.793 0.405
N 2.28829 6.84934 0.52398 -0.379 -2.252 -0.067
N 2.89890 5.76274 0.94154 -0.042 1.852 -0.607
N 2.57007 4.70659 0.16816 -1.491 0.902 -0.200
H 0.22109 4.86579 -2.20914 1.189 -0.763 0.727
C -1.91696 -5.62314 -1.66890 0.522 -0.683 0.349
O -0.99558 -4.82521 -0.89916 1.481 -0.340 -1.198
C 0.30691 -5.28602 -1.00685 -1.305 -1.126 0.327
O 0.52426 -6.36714 -1.53499 0.182 1.139 0.400
C 1.34103 -4.36957 -0.45236 0.206 -0.461 0.923
C 1.74159 -4.40053 0.84226 -0.436 -1.127 -0.276
As 3.28989 -3.46718 1.53000 -0.707 2.076 -0.018
C 2.59368 -3.04267 3.39820 -1.167 -2.122 -0.564
C 2.91212 -1.77971 0.43872 -0.469 0.558 2.079
C 3.36835 -2.04931 -0.84792 0.931 0.890 -1.391
As 2.21389 -3.48799 -2.00469 1.686 2.025 1.159
C 3.73477 -4.72048 -2.18659 0.620 -0.861 0.320
C 4.52414 -1.40181 -1.60176 -1.331 -0.464 -0.304
O 5.54215 -0.80345 -1.24679 -2.170 -1.076 0.280
O 4.32904 -1.71431 -2.98810 1.122 1.071 0.497
C 5.50809 -1.32789 -3.74360 0.292 -1.201 1.740
C 2.36963 -0.52397 1.12975 0.893 -1.708 -0.105
O 2.75110 0.64794 1.02624 -0.250 0.088 0.104
O 1.36919 -0.86270 2.01674 0.392 0.602 -0.325
C 0.63487 0.12924 2.81304 0.301 -1.191 0.122
C 1.29873 -5.50443 1.79474 -1.654 0.486 -1.995
O 0.15287 -5.82296 2.02893 1.158 0.071 0.193
O 2.37774 -6.18215 2.25012 0.661 1.431 1.198
C 2.71511 -7.39708 1.67718 -0.532 -1.355 0.270
H -2.79420 -5.04308 -1.70657 -1.194 0.702 0.122
H -2.09928 -6.54509 -1.10617 -0.035 0.017 -0.339
H -1.65291 -5.86296 -2.72025 0.511 0.255 0.810
H 2.80366 -3.97087 4.00598 0.021 1.092 -0.415
H 1.48994 -2.84644 3.44934 1.127 -0.024 -0.214
H 3.17650 -2.20317 3.69228 0.394 0.616 0.538
H 4.61295 -4.39147 -1.61314 -0.366 0.260 -0.208
H 4.03639 -4.85027 -3.22863 -0.187 0.108 0.035
H 3.49190 -5.70245 -1.77184 -0.230 -0.033 -0.208
H 5.29522 -0.94494 -4.70624 -0.791 0.323 -0.925
H 6.07474 -2.27863 -3.83813 0.213 0.726 -0.119
H 6.04699 -0.57821 -3.13022 -0.039 -0.569 -0.682
H 0.23187 -0.49485 3.69100 0.276 1.028 -1.471
H -0.14516 0.54962 2.14223 0.302 -0.130 0.732
H 1.28562 0.90884 3.23149 -0.060 -0.152 -0.369
H 2.82805 -8.10499 2.49954 -0.030 -0.225 -0.094
H 3.63980 -7.42490 1.10658 0.091 0.636 -0.167
H 1.87339 -7.68700 1.07006 -0.107 -0.610 -0.500
C -6.02937 0.92550 1.56527 -0.735 1.387 -0.070
Si -4.18891 1.11542 1.88939 0.669 0.091 -0.070
C -3.79987 2.13343 3.47243 0.160 1.503 -1.515
C -3.56173 -0.72256 2.10758 -0.773 1.578 -0.227
Sb -2.77057 2.22035 0.04712 0.648 -0.056 -0.626
Si -3.80188 4.60536 -0.45697 0.227 -0.859 0.326
C -5.66563 4.25170 -0.32249 -0.828 1.490 -1.349
C -3.44682 5.38313 -2.18958 0.521 -1.092 -0.600
C -3.12153 5.72364 0.95565 -0.736 0.302 -0.682
Si -3.13323 0.73221 -2.15515 -0.152 1.591 0.369
C -4.99022 0.23748 -2.11881 2.054 -0.740 -0.812
C -2.03397 -0.79957 -2.20662 -0.219 -0.275 -0.342
C -2.86272 1.88110 -3.69786 -1.065 -0.385 1.117
H -6.59549 0.70270 2.47807 0.109 -0.173 -0.100
H -5.99605 0.06109 0.92957 -0.549 -0.543 -0.453
H -6.59258 1.76117 1.03261 0.998 -1.008 0.619
H -4.31108 1.74604 4.32238 -0.064 -0.495 0.919
H -4.11564 3.21938 3.39464 0.025 -1.141 -0.237
H -2.70940 2.23250 3.57937 -0.280 -0.471 0.325
H -3.93794 -1.00201 3.06964 0.117 -0.298 0.984
H -2.50020 -0.85474 2.02825 0.556 0.019 0.163
H -4.04072 -1.41788 1.44420 -0.247 -0.161 -0.734
H -5.94831 3.41646 -0.99828 0.301 0.270 0.594
H -6.25891 5.13780 -0.73665 0.612 -0.852 0.619
H -6.01744 4.07551 0.69211 0.083 -0.187 0.020
H -2.59511 4.92476 -2.78451 -0.784 0.351 1.022
H -3.18680 6.44259 -2.06534 -0.387 -0.134 -0.164
H -4.32609 5.20523 -2.85988 0.494 0.521 0.642
H -3.49273 5.43366 1.94322 0.284 -0.366 -0.110
H -3.50394 6.75468 0.83706 0.264 -0.237 -0.193
H -2.02576 5.75141 0.92275 -0.236 -0.049 0.144
H -5.06086 -0.48987 -1.32190 -0.608 0.115 0.475
H -5.08005 -0.33331 -3.04429 -0.493 0.002 -0.233
H -5.64110 1.09151 -2.10947 -0.388 0.143 0.305
H -2.28389 -1.49605 -1.38106 0.477 0.456 -0.189
H -0.93586 -0.65526 -2.36422 -0.895 0.122 0.509
H -2.39396 -1.32495 -3.10726 0.080 0.021 -0.006
H -3.80052 2.38084 -4.01340 0.380 -0.298 0.217
H -2.53175 1.22428 -4.47143 0.234 -0.439 -0.845
H -2.09573 2.61770 -3.55320 0.458 0.266 0.212



Record 2
7
Properties=species:S:1:pos:R:3:forces:R:3 method="wB97M-V/def2-TZVPD" total_charge=0 orbital_gap_ev=9.16
C -0.16264 0.15959 -0.93768 -1.668 -0.242 -0.970
C -0.27427 -0.01690 0.49017 3.528 -4.585 3.767
O -0.70856 -0.57229 -1.74468 0.806 1.055 0.520
Br 0.60014 1.15797 1.74479 -0.214 0.637 -0.454
H 0.39381 1.09082 -1.11494 0.318 -0.110 -0.863
H -0.86894 -0.68105 1.20906 0.096 0.896 -2.202
H 1.02045 -1.13813 0.35327 -2.867 2.351 0.202



Record 3
8
Properties=species:S:1:pos:R:3:forces:R:3 method="wB97M-V/def2-TZVPD" total_charge=0 orbital_gap_ev=10.18 smiles=FC(F)[C@H](F)I
F -0.90591 -1.56062 -0.05899 -0.369 0.184 -0.310
C 0.06088 -0.72351 -0.43399 1.268 2.146 1.061
F 1.23290 -1.30374 -0.15812 1.341 -1.148 0.648
C 0.09928 0.62039 0.42222 -0.418 0.979 -3.025
F 0.30041 0.38601 1.70122 0.241 -0.194 0.908
I -1.77065 1.65664 0.04403 -0.123 -0.113 0.210
H 0.18122 -0.50496 -1.48866 -1.290 0.068 -0.440
H 0.80187 1.42979 -0.02770 -0.652 -1.922 0.948



Record 4
15
Properties=species:S:1:pos:R:3:forces:R:3 method="wB97M-V/def2-TZVPD" total_charge=0 orbital_gap_ev=6.75
C 0.22890 0.18360 2.00292 -0.116 -0.135 -0.854
C 0.10496 -0.69736 -0.05516 -0.540 1.190 0.589
C 1.22667 -1.10928 -0.67826 0.358 0.120 -0.440
H -0.66291 -1.39494 0.23665 -0.179 0.168 -0.111
H 0.32178 -0.76775 2.52648 0.106 0.051 -0.080
H 1.18545 0.71282 1.96743 -0.033 -0.078 0.130
H -0.52789 0.79101 2.51659 0.045 0.048 0.037
H 1.49295 -2.15517 -0.70077 -0.098 -0.020 0.043
H 1.99586 -0.40724 -0.97882 0.028 0.017 0.028
N -0.52952 0.67306 -0.52902 0.299 -1.329 0.167
N -1.48999 0.50797 -1.63013 0.390 0.300 0.868
H -1.00908 -0.03792 -2.34084 0.120 0.038 0.142
H -1.70414 1.43013 -1.99979 0.074 -0.092 -0.007
H 0.24538 1.30541 -0.74350 0.031 -0.216 -0.120
H -0.87843 0.96567 0.40623 -0.486 -0.061 -0.391



Record 5
44
Properties=species:S:1:pos:R:3:forces:R:3 method="wB97M-V/def2-TZVPD" total_charge=0 orbital_gap_ev="7.81 / 3.73" multiplicity=3
H -0.12386 -2.66225 1.74091 -0.225 0.133 -0.224
N -1.25505 -1.53414 0.32136 -1.370 -2.613 1.192
B -3.10450 -0.73673 -1.24000 0.880 0.022 0.600
N -2.53212 -1.74713 -0.20773 1.511 0.196 0.206
C -3.06410 -2.87259 0.26480 0.625 -0.017 0.224
Ni -0.30086 0.10767 -0.28627 2.364 -2.253 0.501
H -4.04540 -3.14344 -0.11260 0.246 -0.233 0.352
C -2.14725 -3.44906 1.15065 -0.291 0.627 -0.534
H -2.28439 -4.36689 1.66742 0.033 -0.415 0.373
C -1.04088 -2.57949 1.16990 -1.027 0.693 -1.186
H -4.22889 -1.00615 -1.61877 0.458 0.118 0.112
C 1.16014 1.31170 -0.71081 0.904 1.249 0.295
H 2.07773 1.23835 -0.11386 0.462 1.213 -0.500
H 0.51607 2.15463 -0.27008 0.696 -1.252 -0.245
H 1.27256 1.57319 -1.76606 0.633 0.231 0.332
N -2.04962 -0.68246 -2.39176 2.004 0.466 0.216
N -3.04202 0.59814 -0.43478 2.132 0.917 0.362
N -0.70840 -0.42583 -2.04439 -1.996 -0.250 -3.160
N -1.82416 1.03729 0.10070 -3.383 1.969 0.475
C -2.14551 -0.82389 -3.72305 0.267 0.033 0.170
C -3.96980 1.49457 -0.15131 -0.666 0.069 -0.245
H -3.16307 -1.04561 -4.08984 1.000 0.160 -0.242
H -4.96155 1.28851 -0.55238 0.157 0.467 0.387
C -0.86211 -0.65029 -4.29057 -0.704 -0.026 0.628
C -3.40833 2.52270 0.58764 -0.384 0.312 0.160
C -0.01071 -0.38997 -3.19379 -1.364 -0.253 0.569
C -2.06200 2.19935 0.75179 -0.458 -1.432 -1.242
H -0.58973 -0.69905 -5.33037 -0.061 -0.019 0.006
H -3.91006 3.40117 0.92845 -0.188 0.227 0.217
H 1.04850 -0.14726 -3.12537 -0.354 -0.260 -0.342
H -1.25364 2.71571 1.26271 -0.254 -0.126 -0.146
H 1.28535 0.06115 -0.82410 -1.697 0.013 0.800
F 5.92031 0.60262 2.91722 -0.913 0.025 -0.330
C 4.60261 0.53820 2.66451 1.462 0.048 0.371
C 4.01716 -0.69518 2.44946 -1.299 -1.467 -0.074
F 4.76615 -1.81506 2.45498 -0.364 0.806 -0.178
C 2.62708 -0.78704 2.33591 1.040 -1.716 -0.063
F 2.06115 -1.99192 2.09724 0.695 1.179 0.416
C 1.75787 0.32194 2.58122 -0.559 0.114 -0.149
O 0.54245 0.17976 2.80346 0.397 0.261 -0.457
C 2.44566 1.58835 2.57576 0.674 1.750 0.428
F 1.72097 2.72971 2.59401 0.586 -1.168 0.080
C 3.83698 1.68999 2.68590 -1.278 1.008 0.115
F 4.42796 2.88344 2.89399 -0.393 -0.806 -0.271



Record 6
42
Properties=species:S:1:pos:R:3:forces:R:3 method="wB97M-V/def2-TZVPD" total_charge=0 orbital_gap_ev="6.09 / 7.03" multiplicity=8
Eu -0.36084 0.18613 0.43919 0.383 -0.486 -0.518
O -1.03356 1.53035 -1.95382 0.161 0.067 0.636
C -2.33515 2.13437 -1.94720 -0.122 0.025 -0.005
C -2.54699 3.10610 -0.79069 -0.170 0.177 0.009
N -2.70370 2.60390 0.56002 0.557 -0.591 -0.159
C -1.83136 3.10821 1.61287 -0.002 0.237 0.168
C -0.42464 2.47616 1.57355 -0.413 0.197 -0.021
O 0.20165 2.61122 0.48499 0.187 0.155 -0.013
O -0.08951 1.65207 2.45745 0.034 0.075 0.149
C -3.64600 1.52509 0.81956 -0.209 0.121 0.038
C -2.95338 0.14689 0.77270 -0.171 0.327 0.015
O -2.70074 -0.35685 -0.36111 -0.066 -0.053 -0.065
O -2.42747 -0.25854 1.83485 0.025 -0.035 0.039
H -0.91452 1.06369 -2.78010 -0.114 -0.135 -0.227
H -3.10044 1.35637 -1.91935 0.049 -0.025 -0.012
H -2.45830 2.72215 -2.86281 0.021 -0.005 -0.007
H -3.46804 3.64083 -1.08260 0.010 0.033 0.012
H -1.73762 3.83454 -0.78039 0.039 -0.047 -0.033
H -2.29506 2.90636 2.57815 0.025 -0.042 -0.011
H -1.71396 4.19147 1.50421 -0.094 0.008 -0.037
H -4.43839 1.57905 0.06811 0.001 -0.030 0.002
H -4.08820 1.66729 1.80765 0.003 -0.039 0.001
C 4.41064 0.33934 1.18661 -0.120 0.206 0.125
C 4.88469 -0.95180 1.03638 0.088 0.005 0.026
C 4.04330 -1.94633 0.56447 -0.035 0.119 -0.038
C 2.73893 -1.60209 0.22829 0.086 -0.121 -0.007
N 2.28527 -0.35951 0.40249 -0.391 0.072 0.032
C 3.08039 0.59590 0.88776 0.016 -0.443 -0.258
C 1.77630 -2.59870 -0.34976 0.116 -0.043 -0.081
C 2.19473 -3.82260 -0.86353 -0.116 0.081 0.062
C 1.24131 -4.67773 -1.39147 0.022 -0.081 -0.035
C -0.09133 -4.30112 -1.41253 -0.113 0.045 -0.028
C -0.42935 -3.05807 -0.90168 0.345 0.006 0.133
N 0.49108 -2.24436 -0.38309 -0.154 0.385 0.113
H 5.03911 1.13864 1.55285 0.051 -0.042 0.015
H 5.90907 -1.18783 1.29330 0.004 -0.008 -0.001
H 4.40327 -2.95978 0.46940 -0.014 -0.010 -0.012
H 2.60823 1.56473 1.00927 0.102 0.043 0.051
H 3.23797 -4.10014 -0.86446 0.003 -0.014 -0.011
H 1.54100 -5.63643 -1.79435 0.006 -0.002 0.000
H -0.85473 -4.94715 -1.82185 0.011 -0.017 -0.005
H -1.44368 -2.67182 -0.88333 -0.039 -0.115 -0.042



Record 7
12
Properties=species:S:1:pos:R:3:forces:R:3 method="wB97M-V/def2-TZVPD" total_charge=0 orbital_gap_ev=8.96
C 1.13202 0.94706 0.38189 1.019 -3.889 -1.922
C 0.45445 -0.41762 0.26699 -0.477 1.422 1.866
C -2.04384 0.27829 0.03124 0.673 0.177 0.172
N 1.70950 -0.10582 -0.23613 0.923 2.215 0.119
N 2.64080 -0.73255 -0.84647 0.986 3.042 0.342
S -0.84834 -0.73786 -0.85064 -0.491 -0.246 0.082
H 1.04232 2.00175 0.50407 0.413 0.264 -0.213
H 0.55072 -0.91117 1.21719 -0.765 -1.072 0.172
H -2.15772 0.07000 1.08341 0.758 -0.121 0.538
H -2.94939 -0.10830 -0.31458 -1.782 0.153 -1.076
H -1.87415 1.34569 -0.13483 -0.268 -0.253 -0.089
H 2.34362 -1.62947 -1.10215 -0.991 -1.691 0.011



Record 8
7
Properties=species:S:1:pos:R:3:forces:R:3 method="wB97M-V/def2-TZVPD" total_charge=0 orbital_gap_ev=10.25 smiles=CN
C 0.45166 0.30710 -0.47785 0.387 0.725 1.184
N -0.46366 -0.40124 0.47957 5.043 0.526 0.645
H 0.84227 1.32437 -0.07480 -0.672 -1.588 -0.489
H -0.09617 0.55759 -1.39188 0.211 -0.287 0.075
H 1.36401 -0.30871 -0.70869 -0.969 0.493 0.085
H -0.19844 -0.21360 1.46218 -0.944 -0.204 -1.174
H -1.37605 -0.39355 0.22329 -3.056 0.335 -0.326



What did we get for total energy? Answer: -279924.17892 -74208.97860 -18358.78811 -6247.77248 -83110.78054 -50907.36531 -17018.66234 -2607.54127 eV, in the order shown.
What did we get for max |F|? Answer: 2.97 6.90 3.21 1.43 3.94 0.83 4.46 5.11 eV Å⁻¹, in the order shown.